[1]
{
  "formula": "C14H8F6MoN4O6S2",
  "method": "wB97M-V/def2-TZVPD",
  "elements": ["Mo", "O", "C", "N", "C", "O", "C", "C", "C", "C", "C", "N", "C", "C", "C", "C", "C", "N", "H", "H", "H", "H", "H", "H", "H", "H", "F", "C", "F", "F", "S", "O", "O", "N", "S", "O", "O", "C", "F", "F", "F"],
  "xyz": [[-0.63, -0.05, 0.11], [-1.20, -1.24, 3.98], [-1.12, -1.18, 2.80], [-0.99, 0.02, 1.99], [-1.13, 1.29, 2.70], [-1.24, 1.44, 3.86], [-1.15, 2.39, 1.69], [-1.27, 3.71, 2.03], [-1.24, 4.65, 1.01], [-1.10, 4.22, -0.31], [-1.00, 2.87, -0.57], [-1.01, 1.95, 0.42], [-1.16, -2.35, 1.88], [-1.29, -3.65, 2.30], [-1.33, -4.66, 1.34], [-1.27, -4.31, 0.00], [-1.16, -2.98, -0.35], [-1.08, -2.00, 0.58], [-1.38, 3.98, 3.07], [-1.33, 5.71, 1.23], [-1.07, 4.92, -1.13], [-0.93, 2.51, -1.59], [-1.36, -3.85, 3.37], [-1.43, -5.69, 1.64], [-1.32, -5.06, -0.78], [-1.15, -2.68, -1.39], [2.23, -1.29, -3.88], [0.94, -1.08, -3.84], [0.43, -0.93, -5.03], [0.33, -2.07, -3.19], [0.67, 0.51, -2.84], [-0.26, -0.01, -1.68], [0.00, 1.49, -3.61], [1.98, 0.93, -2.17], [2.35, 0.29, -0.74], [1.95, -1.10, -0.66], [1.72, 1.09, 0.31], [4.22, 0.51, -0.65], [4.42, 1.80, -0.46], [4.72, 0.10, -1.79], [4.64, -0.20, 0.36]],
  "spin_multiplicity": 3,
  "de_lowest_ev": 1.576,
  "homo_ev": [-16.69, -17.03],
  "charge": 2,
  "lumo_ev": [-9.44, -8.85],
  "energy_ev": -72705.73713,
  "homo_lumo_gap_ev": [7.3, 8.2]
}


[2]
{
  "formula": "C4H9N3S",
  "method": "wB97M-V/def2-TZVPD",
  "elements": ["C", "C", "C", "C", "N", "N", "N", "S", "H", "H", "H", "H", "H", "H", "H", "H", "H"],
  "xyz": [[-1.35, -0.02, 0.05], [0.08, -0.32, -0.09], [0.47, -0.99, -1.36], [0.39, -1.22, 1.14], [-1.14, 2.09, 0.39], [0.85, 0.94, 0.01], [0.14, 2.13, -0.06], [-2.76, -0.58, -0.06], [0.14, -2.05, -1.48], [1.50, -0.87, -1.50], [0.03, -0.44, -2.18], [-0.29, -2.04, 1.12], [0.14, -0.72, 2.06], [1.48, -1.44, 0.98], [-1.37, 2.17, 1.35], [1.57, 1.00, 0.73], [0.12, 2.35, -1.09]],
  "spin_multiplicity": 1,
  "de_lowest_ev": 5.013,
  "homo_ev": [-7.62, -7.62],
  "lumo_ev": [-0.02, -0.02],
  "energy_ev": -19594.62296,
  "homo_lumo_gap_ev": [7.6, 7.6]
}


[3]
{
  "formula": "C14H18N2O3",
  "method": "wB97M-V/def2-TZVPD",
  "elements": ["N", "C", "C", "C", "C", "C", "C", "C", "C", "C", "O", "N", "C", "C", "C", "C", "C", "O", "O", "H", "H", "H", "H", "H", "H", "H", "H", "H", "H", "H", "H", "H", "H", "H", "H", "H", "H"],
  "xyz": [[-0.80, 2.29, -1.30], [0.28, 1.24, -1.25], [1.20, 1.60, -0.10], [2.30, 0.61, 0.17], [3.50, 0.55, -0.49], [4.43, -0.44, -0.25], [4.12, -1.33, 0.77], [2.96, -1.25, 1.55], [1.98, -0.30, 1.19], [-0.29, -0.16, -1.35], [0.34, -0.98, -1.95], [-1.42, -0.63, -0.73], [-1.66, -2.07, -0.70], [-3.22, -2.19, -0.43], [-3.51, -0.89, 0.39], [-2.44, 0.14, 0.00], [-1.99, 0.84, 1.34], [-1.80, 0.30, 2.41], [-1.91, 2.15, 1.21], [-1.49, 2.14, -1.98], [-0.41, 3.24, -1.33], [0.88, 1.25, -2.22], [1.56, 2.57, -0.33], [0.56, 1.54, 0.85], [3.61, 1.30, -1.29], [5.31, -0.46, -0.98], [4.73, -2.26, 0.90], [2.79, -1.90, 2.38], [1.01, -0.11, 1.72], [-1.12, -2.61, 0.07], [-1.42, -2.49, -1.64], [-3.50, -3.12, 0.04], [-3.77, -2.14, -1.34], [-3.46, -1.14, 1.48], [-4.50, -0.46, 0.15], [-2.83, 0.83, -0.74], [-1.52, 2.38, 0.25]],
  "spin_multiplicity": 1,
  "de_lowest_ev": 1.746,
  "homo_ev": -9.11,
  "lumo_ev": 0.47,
  "energy_ev": -23932.48688,
  "homo_lumo_gap_ev": 9.6,
  "smiles": "N[C@@H](Cc1ccccc1)C(=O)N1CCC[C@H]1C(=O)O"
}


[4]
{
  "formula": "C2BrF2IO",
  "method": "wB97M-V/def2-TZVPD",
  "elements": ["C", "C", "O", "F", "F", "Br", "I"],
  "xyz": [[-1.22, 0.28, 0.42], [0.98, -0.25, -0.39], [-2.03, 0.18, -0.37], [-1.71, 0.92, 1.67], [0.42, -0.17, -1.55], [1.17, -2.09, 0.03], [2.39, 1.12, 0.20]],
  "spin_multiplicity": 1,
  "de_lowest_ev": 3.078,
  "homo_ev": [-9.22, -9.70],
  "lumo_ev": [-1.85, -1.68],
  "energy_ev": -87695.62936,
  "homo_lumo_gap_ev": [7.4, 8.0]
}


[5]
{
  "formula": "C3H12AgClN6O3",
  "method": "wB97M-V/def2-TZVPD",
  "elements": ["Ag", "Cl", "C", "O", "N", "N", "H", "H", "H", "H", "C", "O", "N", "N", "H", "H", "H", "H", "C", "O", "N", "N", "H", "H", "H", "H"],
  "xyz": [[0.18, -4.65, -0.27], [-0.02, -2.03, -0.01], [1.44, -0.49, 3.36], [1.76, 0.14, 4.35], [0.28, -0.90, 2.99], [2.17, -0.68, 2.36], [0.22, -1.45, 2.15], [-0.43, -0.45, 3.56], [1.70, -0.92, 1.50], [3.09, -0.28, 2.41], [-0.72, -0.37, -3.61], [-1.61, -1.20, -3.68], [-0.76, 0.86, -3.93], [0.41, -0.49, -3.02], [-1.54, 1.25, -4.45], [-0.10, 1.47, -3.48], [0.27, -1.16, -2.28], [1.26, 0.05, -3.05], [-1.10, 1.94, 0.67], [-1.37, 3.08, 0.75], [-1.76, 1.00, 0.10], [-0.07, 1.44, 1.17], [-2.60, 1.18, -0.43], [-1.37, 0.08, 0.24], [0.16, 0.52, 0.84], [0.48, 2.07, 1.74]],
  "spin_multiplicity": 2,
  "de_lowest_ev": 4.019,
  "homo_ev": [-12.27, -12.27],
  "charge": 1,
  "lumo_ev": [-5.43, -8.95],
  "energy_ev": -34900.14166,
  "homo_lumo_gap_ev": [6.8, 3.3]
}


[6]
{
  "formula": "C19H41N3O14",
  "method": "wB97M-V/def2-TZVPD",
  "elements": ["C", "N", "O", "O", "H", "H", "H", "C", "N", "O", "O", "H", "H", "H", "C", "N", "O", "O", "H", "H", "H", "C", "C", "O", "C", "C", "O", "H", "H", "H", "H", "H", "H", "H", "H", "C", "C", "O", "C", "C", "O", "H", "H", "H", "H", "H", "H", "H", "H", "C", "C", "O", "C", "C", "O", "H", "H", "H", "H", "H", "H", "H", "H", "C", "C", "O", "C", "C", "O", "H", "H", "H", "H", "H", "H", "H", "H"],
  "xyz": [[2.14, 3.28, 2.74], [2.72, 2.12, 3.52], [2.18, 1.83, 4.60], [3.64, 1.51, 2.98], [2.96, 3.98, 2.86], [1.25, 3.52, 3.32], [2.01, 2.84, 1.75], [0.61, 5.91, -2.09], [0.69, 7.30, -1.56], [1.63, 8.02, -1.95], [-0.11, 7.53, -0.62], [1.08, 6.06, -3.06], [-0.44, 5.74, -2.34], [1.00, 5.14, -1.43], [2.84, 0.20, -5.47], [3.94, 1.18, -5.51], [3.80, 2.25, -4.93], [4.83, 1.01, -6.35], [3.15, -0.74, -5.93], [2.01, 0.63, -6.03], [2.61, 0.14, -4.41], [1.92, -2.38, 3.55], [1.60, -3.05, 4.84], [0.12, -3.10, 4.88], [-0.42, -4.07, 5.69], [-1.88, -3.95, 5.98], [0.19, -4.96, 6.29], [1.83, -3.09, 2.73], [2.92, -1.95, 3.55], [1.26, -1.55, 3.27], [2.11, -4.02, 4.90], [2.04, -2.37, 5.57], [-1.96, -3.16, 6.73], [-2.27, -4.90, 6.34], [-2.41, -3.64, 5.07], [-2.07, 2.21, -6.36], [-2.13, 2.89, -4.99], [-3.37, 2.66, -4.36], [-3.56, 2.99, -3.07], [-4.93, 2.55, -2.49], [-2.79, 3.65, -2.42], [-1.31, 2.72, -6.95], [-3.06, 2.36, -6.79], [-1.91, 1.14, -6.20], [-1.30, 2.58, -4.36], [-2.14, 3.97, -5.13], [-5.63, 2.36, -3.30], [-5.29, 3.18, -1.68], [-4.77, 1.55, -2.10], [0.90, 2.70, -2.37], [1.12, 2.17, -0.94], [0.35, 0.93, -0.82], [0.05, 0.47, 0.38], [-0.55, -0.88, 0.30], [0.35, 0.88, 1.52], [0.95, 1.83, -3.03], [1.64, 3.44, -2.68], [-0.09, 3.12, -2.54], [2.18, 1.93, -0.87], [1.02, 2.86, -0.10], [-1.62, -0.78, 0.14], [-0.21, -1.46, 1.16], [-0.21, -1.38, -0.60], [-2.37, -3.88, 1.71], [-0.96, -4.48, 1.29], [-0.68, -5.46, 2.32], [0.32, -6.29, 2.27], [0.25, -7.25, 3.43], [1.30, -6.15, 1.59], [-2.69, -2.97, 1.20], [-2.49, -3.74, 2.79], [-3.19, -4.55, 1.48], [-0.99, -4.95, 0.31], [-0.17, -3.74, 1.42], [1.11, -7.88, 3.66], [-0.62, -7.91, 3.45], [-0.01, -6.66, 4.31]],
  "spin_multiplicity": 1,
  "de_lowest_ev": 2.349,
  "homo_ev": -10.14,
  "lumo_ev": -0.44,
  "energy_ev": -53493.60105,
  "homo_lumo_gap_ev": 9.7,
  "smiles": "C[N+](=O)[O-].C[N+](=O)[O-].C[N+](=O)[O-].CCOC(C)=O.CCOC(C)=O.CCOC(C)=O.CCOC(C)=O"
}